# 1
Molecular formula: C5H3NO2
Method: DFT, ωB97M-V/def2-TZVPD

Lowest unoccupied orbital energy in eV: -1.721
DFT total energy in eV: -10802.7001
E_HOMO in eV: -9.2
Maximum force in eV Å⁻¹: 15.1

The geometry in ORCA input format:
```
! RIJCOSX wB97M-V def2-TZVPD def2/J DEFGRID3
* xyz 0 1
C -0.357 -0.210 -0.047
C -0.076 1.261 -0.303
C 0.849 -0.753 -0.504
C 2.177 -1.189 -0.444
C -1.665 -0.607 -0.304
H -1.476 -0.447 1.935
H -1.358 2.043 -0.461
H 3.517 -1.348 -0.350
N -2.838 -0.135 -0.748
O -0.260 -0.074 1.477
O 1.487 1.459 -0.250
*
```

Results of the natural (NBO) charge analysis, in e, for atoms 1 through 2: -0.21 0.40

***

# 2
Molecular formula: C54H55ClFGaO27PS
Method: DFT, ωB97M-V/def2-TZVPD

Lowest unoccupied orbital energy in eV: -0.549
DFT total energy in eV: -199914.9704
E_HOMO in eV: -4.5
Maximum force in eV Å⁻¹: 1.3

The geometry in ORCA input format:
```
! RIJCOSX wB97M-V def2-TZVPD def2/J DEFGRID3
* xyz -1 1
C -2.479 -0.656 1.765
C -1.437 -1.756 1.964
C -2.150 -2.894 2.736
C -1.007 -2.328 0.596
C -0.244 -1.376 2.855
C 0.521 -0.036 2.635
C 0.594 0.442 1.178
C -0.086 1.071 3.485
C 1.960 -0.311 3.105
C 2.493 0.163 4.302
C 3.808 -0.116 4.668
C 4.619 -0.880 3.844
O 5.928 -1.103 4.207
C 6.838 -0.437 3.340
C 6.648 1.061 3.333
O 5.953 1.397 2.156
C 5.535 2.777 2.084
C 4.023 2.885 2.157
Ga 3.231 4.382 1.082
F 2.535 5.615 2.194
S 1.467 3.744 -0.262
P 4.700 5.447 -0.478
O 5.539 4.172 -1.189
Cl 6.198 6.339 0.674
C 4.100 -1.393 2.659
C 2.790 -1.105 2.305
H -2.700 -0.126 2.687
H -3.395 -1.151 1.442
H -2.210 0.024 0.964
H -2.769 -3.501 2.086
H -1.407 -3.527 3.220
H -2.756 -2.475 3.538
H -1.125 -1.609 -0.209
H -1.544 -3.239 0.384
H 0.049 -2.588 0.649
H -0.626 -1.342 3.877
H 0.471 -2.194 2.829
H 1.449 1.107 1.077
H 0.741 -0.362 0.468
H -0.267 1.044 0.907
H -1.094 1.319 3.171
H -0.131 0.761 4.527
H 0.518 1.975 3.448
H 1.899 0.764 4.968
H 4.217 0.266 5.590
H 6.719 -0.788 2.315
H 7.834 -0.714 3.671
H 7.620 1.564 3.338
H 6.083 1.376 4.213
H 5.992 3.316 2.914
H 5.953 3.175 1.163
H 3.726 2.958 3.203
H 3.615 1.938 1.801
H 1.978 2.592 -0.703
H 4.906 3.528 -1.538
H 4.735 -1.998 2.031
H 2.419 -1.517 1.379
C 4.369 8.102 -4.950
C 4.658 6.898 -4.421
C 3.842 5.657 -4.761
O 4.146 4.592 -4.257
C 2.725 5.801 -5.677
C 2.454 7.005 -6.190
C 3.265 8.230 -5.864
O 2.925 9.268 -6.412
O 1.448 7.238 -7.028
O 5.661 6.712 -3.594
H 4.940 8.988 -4.714
H 2.134 4.924 -5.907
H 1.491 8.194 -7.232
H 5.654 5.767 -3.336
C -0.672 -8.807 -0.373
C -1.299 -7.774 0.208
C -1.418 -6.426 -0.463
O -2.022 -5.566 0.150
C -0.815 -6.239 -1.765
C -0.186 -7.271 -2.344
C -0.086 -8.627 -1.684
O 0.492 -9.498 -2.308
O 0.398 -7.208 -3.529
O -1.866 -7.830 1.400
H -0.583 -9.775 0.097
H -0.892 -5.267 -2.230
H 0.769 -8.097 -3.696
H -2.245 -6.943 1.562
C -6.669 -2.657 1.723
C -5.802 -3.342 0.961
C -5.968 -4.820 0.686
O -5.138 -5.343 -0.033
C -7.086 -5.516 1.288
C -7.948 -4.831 2.054
C -7.796 -3.348 2.305
O -8.649 -2.819 2.997
O -8.991 -5.379 2.653
O -4.743 -2.796 0.397
H -6.559 -1.600 1.923
H -7.188 -6.575 1.101
H -9.431 -4.666 3.155
H -4.280 -3.509 -0.089
C -1.916 6.190 -6.853
C -3.109 6.766 -7.047
C -4.345 5.966 -7.379
O -5.383 6.588 -7.520
C -4.227 4.529 -7.512
C -3.033 3.952 -7.320
C -1.800 4.751 -6.967
O -0.772 4.122 -6.803
O -2.817 2.651 -7.418
O -3.321 8.072 -6.967
H -1.022 6.751 -6.613
H -5.114 3.965 -7.763
H -1.868 2.521 -7.219
H -4.272 8.202 -7.145
C -8.155 -3.515 9.333
C -8.572 -4.446 8.464
C -8.519 -4.231 6.970
O -8.910 -5.150 6.270
C -8.022 -2.973 6.466
C -7.606 -2.037 7.332
C -7.638 -2.258 8.827
O -7.225 -1.354 9.527
O -7.138 -0.856 6.971
O -9.061 -5.623 8.819
H -8.188 -3.660 10.403
H -8.003 -2.833 5.395
H -6.907 -0.386 7.796
H -9.274 -6.088 7.986
C 7.741 1.343 -5.055
C 6.843 1.868 -4.202
C 5.475 1.243 -4.002
O 4.742 1.797 -3.212
C 5.129 0.058 -4.762
C 6.031 -0.455 -5.606
C 7.400 0.154 -5.797
O 8.141 -0.412 -6.584
O 5.822 -1.532 -6.351
O 7.073 2.943 -3.477
H 8.720 1.775 -5.207
H 4.147 -0.370 -4.621
H 6.648 -1.666 -6.855
H 6.285 3.111 -2.906
*
```

Results of the Mulliken charge analysis, in e, for atoms 1 through 2: -1.78 3.70

***

# 3
Molecular formula: C4H5NO
Method: DFT, ωB97M-V/def2-TZVPD

Lowest unoccupied orbital energy in eV: -0.516
DFT total energy in eV: -7761.5128
E_HOMO in eV: -9.3
Maximum force in eV Å⁻¹: 1.3

The geometry in ORCA input format:
```
! RIJCOSX wB97M-V def2-TZVPD def2/J DEFGRID3
* xyz 0 1
C 0.804 -0.181 0.881
C -0.317 -0.053 -0.129
C -0.004 1.084 -1.832
O 0.127 -0.224 -1.486
C -1.454 -0.952 0.093
N -2.355 -1.630 0.343
H 1.134 -1.218 0.968
H 1.653 0.438 0.574
H 0.452 0.161 1.856
H -0.783 0.957 -0.103
H 0.743 1.619 -1.166
*
```

Results of the natural (NBO) charge analysis, in e, for atoms 1 through 2: -0.62 -0.02

***

- What is the formula in the third record?
  C4H5NO

***

- Among the records above, which one has the lowest DFT total energy?
  C54H55ClFGaO27PS

***

- Number 3 is which compound?
  C4H5NO

***

- maximum force of number 1 (C5H3NO2)?
  15.1 eV Å⁻¹